C5H5N3O2 | the ωB97M-V functional and the def2-TZVPD basis

Results
ΔE to the lowest compared entry with this formula, charge and spin: 70.42 kcal per mole
Strongest force on any atom: 6.18 eV Å⁻¹
Total charge: 0
Spin multiplicity: 1

Geometry as XYZ:
```
15
Properties=species:S:1:pos:R:3:forces:R:3
C -0.420094 -0.215960 -0.164525 1.3 1.3 -5.9
C 0.367686 0.183008 -1.624786 -0.5 -0.9 5.4
C -1.685984 -0.606404 -0.705353 -0.4 -0.7 3.5
C 0.280710 0.093151 0.911565 3.8 2.6 1.5
C -0.025897 -0.139607 2.304195 -1.8 1.4 1.5
N -0.440432 -0.302298 -2.593019 -1.4 -0.4 -2.3
N -1.519257 -0.676354 -2.130362 -1.6 -0.7 -2.2
N 1.509052 0.703475 -1.682038 -0.2 0.4 0.4
O 1.486448 0.713736 0.785957 -2.0 -0.8 -1.6
O -2.728147 -0.944234 -0.146972 1.5 0.7 -1.5
H -0.175354 -1.173641 2.381315 0.1 -1.7 0.7
H -1.047750 0.265580 2.591714 1.2 -0.2 -0.4
H 0.751282 0.279424 2.972126 -0.5 -0.5 -0.5
H 1.622501 0.876842 -0.385396 0.8 -0.1 1.9
H 2.025236 0.943282 -2.514421 -0.3 -0.2 -0.5
```
Positions in Å, forces in eV/Å.

Atom charges from the natural (NBO) analysis, given in e for atoms 1 to 8: number 1, C, carries -0.40; number 2, C, carries 0.45; number 3, C, carries 0.56; number 4, C, carries 0.50; number 5, C, carries -0.69; number 6, N, carries -0.17; number 7, N, carries -0.07; number 8, N, carries -0.65

***

C5H5N6O2 | the ωB97M-V functional and the def2-TZVPD basis

Results
ΔE to the lowest compared entry with this formula, charge and spin: 12.22 kcal per mole
Strongest force on any atom: 5.57 eV Å⁻¹
Total charge: +1
Structure (SMILES): N#CCCn1c2nonc2[nH][n+]1=O
Spin multiplicity: 1

Geometry as XYZ:
```
18
Properties=species:S:1:pos:R:3:forces:R:3
N 3.879170 -0.911071 -0.104779 2.7 0.2 0.3
C 2.766627 -0.957483 -0.272314 -4.6 -0.6 -0.1
C 1.246256 -1.051840 -0.357597 2.9 1.6 0.1
C 0.586094 -0.406066 0.788824 -0.6 -0.7 3.8
N -0.808049 -0.057815 0.442251 0.7 3.0 0.5
C -1.951697 -0.699988 0.257178 -4.3 -3.0 -1.9
N -2.502207 -1.930449 0.223453 2.8 0.1 1.3
O -3.777238 -1.811538 -0.131901 1.2 1.9 -0.2
N -4.081336 -0.537774 -0.413464 -0.5 2.2 -0.6
C -2.973888 0.167295 -0.238023 0.5 -2.3 1.3
N -2.373925 1.417755 -0.237040 -2.6 0.6 -0.4
N -1.177958 1.364585 0.234592 3.8 -3.2 0.1
O -0.377369 2.238426 0.303712 -0.6 0.2 0.3
H 0.903913 -2.004970 -0.450963 -0.5 -3.0 -0.5
H 0.923491 -0.510957 -1.192319 -0.1 0.7 -1.7
H 0.538522 -1.138262 1.772007 0.1 2.1 -2.4
H 1.105991 0.537024 1.006829 -0.4 -0.3 0.4
H -2.756127 2.348876 -0.279975 -0.4 0.4 -0.3
```
Positions in Å, forces in eV/Å.

Atom charges from the natural (NBO) analysis, given in e for atoms 1 to 8: number 1, N, carries -0.23; number 2, C, carries 0.25; number 3, C, carries -0.49; number 4, C, carries -0.23; number 5, N, carries -0.18; number 6, C, carries 0.22; number 7, N, carries -0.05; number 8, O, carries -0.02

***

Number 1: E -13827.7862 eV. Number 2: E -18285.7094 eV.